Computed, not measured: the ion C6H17N2 with charge +1, with wB97M-V/def2-TZVPD.

Net charge: +1
HOMO-LUMO gap in eV: 9.88
ΔE to the lowest compared entry with this formula, charge and spin in kcal/mol: 40.2
Highest occupied orbital energy in eV: -13.038

Element x y z (Å)
H -0.7365 -1.3227 -1.8635
C -0.3823 -2.0929 -1.1683
H -1.3021 -0.5225 0.4589
C 0.4528 0.9354 0.4785
C -0.4624 2.1001 0.7514
C 0.9678 -2.6037 0.7025
H 0.2721 -2.8180 -1.6418
H 0.2889 2.9147 0.9210
C -1.4320 2.6719 -0.2742
H -0.9674 1.9668 1.7221
C -0.2463 -0.5232 0.6971
H 0.2163 -3.3571 0.9926
N 1.2079 0.9543 -0.8311
H 0.9437 0.0738 -1.2999
H -1.6363 3.7341 -0.2019
H -2.4364 2.2374 -0.1682
H 2.2106 0.8816 -0.6826
H 1.5286 -3.3134 0.0701
H 1.1869 0.7360 1.2605
N 0.4794 -1.4875 -0.0779
H -1.1192 2.3761 -1.2602
H 0.9744 1.8207 -1.3141
H -1.2650 -2.5237 -0.7197
H 1.3868 -2.2766 1.6628
H -0.1304 -0.5615 1.7860

natural (NBO) atomic charge list, values in e, 5 entries: 0.190, -0.416, 0.205, -0.049, -0.445